ORCA calculation (the ωB97M-V functional and the def2-TZVPD basis) on a gas-phase ion, C4H10NO2 (charge +1).

Geometry as XYZ:
```
17
Properties=species:S:1:pos:R:3:forces:R:3
N 1.33101 1.78842 -0.21216 -0.51 -0.53 0.12
C 0.24017 1.51426 -1.24459 -0.72 -0.33 -0.51
C -1.01382 0.91756 -0.54989 2.00 1.58 1.20
C -0.99321 -0.59062 -0.56531 -1.28 -0.49 0.44
C -0.17985 -1.12388 0.59309 -0.47 -0.17 0.10
O 0.48440 -0.43084 1.33472 0.43 0.21 -0.06
O -0.25229 -2.43650 0.71190 -0.58 0.27 -0.91
H 1.09788 1.18185 0.60513 0.20 -0.23 -0.11
H 2.24396 1.48691 -0.55832 0.02 0.44 0.10
H 1.34539 2.74645 0.14140 0.16 0.03 -0.36
H 0.61236 0.73233 -1.90076 0.40 0.21 -0.09
H 0.05636 2.39512 -1.85946 0.13 0.08 0.33
H -1.92398 1.50178 -0.62411 -0.36 -0.54 -1.24
H -0.79484 1.22569 0.48551 -0.40 -0.51 0.16
H -0.62953 -1.15252 -1.42583 0.21 0.63 -0.49
H -2.03364 -0.92960 -0.52492 0.18 -0.33 0.48
H 0.34608 -2.73034 1.38972 0.57 -0.32 0.84
```
Forces are in eV/Å.

Results
- total charge = +1
- SMILES = [NH3+]CCCC(=O)O
- maximum force (Eh/bohr) = 0.0548
- ΔE to the lowest compared entry with this formula, charge and spin (eV) = 0.5910